(1)
DFT (the ωB97M-V functional and the def2-TZVPD basis) results for an isolated molecule of C5H8O3 at a distorted geometry.

XYZ file:
```
16
Properties=species:S:1:pos:R:3
H -1.2169 0.8104 -1.0773
H 0.4016 1.4558 2.0279
O -1.4490 0.5951 1.4285
C -0.1403 0.5144 1.9127
H 1.8412 0.0645 -1.9954
H -0.7640 0.3749 -2.8852
H -1.8677 0.8095 2.2049
O -0.2401 -1.1666 0.0985
H -0.2803 -0.1056 2.8131
C 0.0058 -1.0343 -1.2933
C -0.5515 0.2698 -1.7674
C 0.9901 0.0665 -1.4327
C 0.5634 -0.3225 0.8152
H 0.0393 -1.9780 -1.9213
H 1.4993 -0.8782 1.2079
O 1.1692 0.5244 -0.1361
```

Calculated values
- Energy above the lowest of the compared OMol25 structures with the same formula, charge and spin: 355.1 kJ/mol
- SMILES: OC[C@H]1O[C@H]2C[C@H]2O1
- HOMO energy: -8.81 eV
- Frontier orbital gap: 9.72 eV
- Total charge: 0

---

(2)
DFT (the ωB97M-V functional and the def2-TZVPD basis) results for a cluster of 2 separate species, C5H8O3 in total at a distorted geometry.

XYZ file:
```
16
Properties=species:S:1:pos:R:3
O -1.2287 0.1872 0.3751
H 2.7090 0.5018 1.6010
C -0.7732 -1.8748 -0.8020
C 2.6766 0.4354 0.5295
H -0.1402 -1.8472 -1.6878
H -0.9338 2.4426 1.4100
O 1.0249 0.3924 -1.2419
H -0.2117 -1.9936 0.1207
H 3.6286 0.5702 0.0479
O -2.5736 -0.4132 -1.3882
H -1.4458 -2.7264 -0.8813
C 1.5777 0.3506 -0.1751
C -0.9834 1.4615 0.9349
C -1.5414 -0.5864 -0.8289
H -0.7211 1.9979 0.0123
H -1.0640 1.1020 1.9737
```

Calculated values
- Energy above the lowest of the compared OMol25 structures with the same formula, charge and spin: 885.1 kJ/mol
- SMILES: COC(C)=O.C=C=O
- HOMO energy (alpha / beta): -7.92 / -7.92 eV
- Frontier orbital gap (alpha / beta): 7.69 / 7.69 eV
- Total charge: 0

---

(3)
DFT (the ωB97M-V functional and the def2-TZVPD basis) results for a cluster of 2 separate species, C5H8O3 in total at a distorted geometry.

XYZ file:
```
16
Properties=species:S:1:pos:R:3
H 1.4285 -0.2650 -0.9864
C 1.0166 -0.0764 1.3910
C 0.0049 -0.8053 1.5753
O 1.0240 0.9718 0.5490
C -1.0190 -0.8777 -0.5227
H -2.0657 -0.8968 -0.8930
H -0.6211 -1.8872 -0.7582
C -0.4601 0.3396 -1.1273
C 0.9345 0.6805 -0.8250
H -0.4612 2.0011 0.3084
O -1.1418 -0.7442 0.9097
H -0.0133 -1.3801 2.5182
H 1.2062 1.4947 -1.3365
H -0.6181 0.2517 -2.1833
O -1.2071 1.3761 -0.5860
H 1.9928 -0.1826 1.9669
```

Calculated values
- Energy above the lowest of the compared OMol25 structures with the same formula, charge and spin: 459.9 kJ/mol
- HOMO energy: -9.12 eV
- Frontier orbital gap: 9.95 eV
- Total charge: 0

---

(4)
DFT (the ωB97M-V functional and the def2-TZVPD basis) results for a structure of composition C5H8O3S at a distorted geometry.

XYZ file:
```
17
Properties=species:S:1:pos:R:3
O -0.4619 -2.2328 1.1525
S -0.1475 -1.0648 0.4120
H 1.9246 -0.7881 1.3092
H -0.3023 -1.1381 -3.2525
C 1.5696 -0.3266 0.4668
C -0.5642 0.4420 0.9911
H -1.7429 2.0543 1.6365
O -0.5597 -1.5078 -1.3477
H 2.2083 -0.5800 -0.4719
H 0.9881 1.5111 -0.3120
C 0.2630 -1.3019 -2.3377
C 0.8170 1.0635 0.5959
O 1.4676 -1.3438 -2.2589
H 1.1605 1.6006 1.4129
H -2.7802 0.7634 1.1934
C -1.8253 1.2606 0.9183
H -2.0147 1.5884 -0.1079
```

Calculated values
- Energy above the lowest of the compared OMol25 structures with the same formula, charge and spin: 410.1 kJ/mol
- HOMO energy: -8.68 eV
- Frontier orbital gap: 9.04 eV
- Total charge: 0

---

(5)
DFT (the ωB97M-V functional and the def2-TZVPD basis) results for an isolated molecule of C5H8O4 at a distorted geometry.

XYZ file:
```
17
Properties=species:S:1:pos:R:3
O 1.1112 -0.6238 -0.3513
C -1.3497 -0.4628 -1.0725
H -3.2152 -0.2704 -1.1647
H 2.9264 0.1013 0.3584
C -0.0754 0.6460 0.7662
O -2.4760 0.1879 -0.7263
O 0.0553 1.3679 -1.5069
H 2.5013 0.8191 -1.1868
H -0.7937 -1.2455 1.4709
O -1.2989 -1.5232 -1.6191
H 2.9524 -0.8655 -1.1337
C -0.7737 -0.1925 1.7550
C -0.0399 0.3998 -0.6984
H 0.1070 1.6845 1.0436
H -0.2490 -0.1017 2.7145
H -1.7929 0.1691 1.9420
C 2.4108 -0.0901 -0.5909
```

Calculated values
- Energy above the lowest of the compared OMol25 structures with the same formula, charge and spin: 436.1 kJ/mol
- HOMO energy (alpha / beta): -8.52 / -8.52 eV
- Frontier orbital gap (alpha / beta): 6.83 / 6.83 eV
- Total charge: 0

---

(6)
DFT (the ωB97M-V functional and the def2-TZVPD basis) results for the ion C5H8O5S with charge -2 at a distorted geometry.

XYZ file:
```
19
Properties=species:S:1:pos:R:3
H 0.7453 -2.4633 -1.1603
S 1.9290 0.8799 -1.2153
H -0.6404 1.1308 -0.4626
O 0.7122 1.3897 -1.9641
C -0.0008 -0.1334 1.1945
O -0.0545 -2.3266 0.0967
H 0.9424 0.4961 1.3680
H -2.6754 1.9725 0.2328
O 3.1372 0.9958 -2.0568
H -1.3673 -0.1977 -0.4559
C -1.0492 0.5275 0.2281
H -0.6134 -0.5760 1.9570
H -2.7975 0.5612 1.3766
O 1.4464 -1.9914 -1.6655
C 1.6096 -0.9734 -0.7876
H -1.9492 2.0142 1.6662
C 0.6530 -1.2410 0.2741
C -2.1591 1.3022 0.9013
O 2.1317 -1.3673 0.4728
```

Calculated values
- Energy above the lowest of the compared OMol25 structures with the same formula, charge and spin: 116.2 kJ/mol
- HOMO energy: 0.54 eV
- Frontier orbital gap: 5.50 eV
- Total charge: -2

---

(7)
DFT (the ωB97M-V functional and the def2-TZVPD basis) results for an isolated molecule of C5H8OS2 at a distorted geometry.

XYZ file:
```
16
Properties=species:S:1:pos:R:3
H 0.3060 -1.3828 -2.1503
H 0.4493 3.0598 0.4408
O 2.8657 0.9654 1.8545
H -0.6327 -1.8050 1.1866
C -0.1939 -0.9852 1.7510
H -0.7189 -0.1788 -2.9434
H -0.9819 -0.3276 2.1265
H -1.3295 -1.1137 -1.5542
C 1.2686 2.3838 0.2040
S 0.9518 1.6902 -1.4433
H 2.2053 2.9363 0.1578
S 1.4298 1.2253 1.6990
C -0.4557 -0.6186 -1.9804
C 0.0740 0.3619 -1.0293
H 0.3170 -1.4106 2.6188
C 0.8572 -0.3057 0.9660
```

Calculated values
- Energy above the lowest of the compared OMol25 structures with the same formula, charge and spin: 617.9 kJ/mol
- HOMO energy (alpha / beta): -7.57 / -7.57 eV
- Frontier orbital gap (alpha / beta): 6.70 / 6.70 eV
- Total charge: 0

---

(8)
DFT (the ωB97M-V functional and the def2-TZVPD basis) results for an isolated molecule of C5H8OS2 at a distorted geometry.

XYZ file:
```
16
Properties=species:S:1:pos:R:3
H -1.7508 -1.2583 -0.5286
H -1.1621 2.3684 0.2427
H 1.3110 -1.6607 -0.0091
O -0.7617 -0.8054 1.3246
C 0.9091 0.8555 0.4179
C -1.5200 1.3807 0.3486
C -0.7543 -1.0472 -0.0741
C 0.3389 -1.9856 -0.4902
S -3.1402 1.2608 0.3421
H 2.4961 2.2145 -0.8437
H 0.3565 -2.0122 -1.5867
S 1.4215 1.5498 -1.2295
H 1.0235 1.6912 1.1692
H 0.0615 -2.9781 -0.1465
C -0.4933 0.2963 0.3854
H 1.6644 0.1303 0.6777
```

Calculated values
- Energy above the lowest of the compared OMol25 structures with the same formula, charge and spin: 202.3 kJ/mol
- SMILES: C[C@H]1O[C@@]1(C=S)CS
- HOMO energy: -8.94 eV
- Frontier orbital gap: 8.31 eV
- Total charge: 0

---

(9)
DFT (the ωB97M-V functional and the def2-TZVPD basis) results for an isolated molecule of C5H8OS2 at a distorted geometry.

XYZ file:
```
16
Properties=species:S:1:pos:R:3
H -0.8129 -2.2461 -1.4107
H -0.3008 -2.1808 0.2967
C 0.9270 -0.0594 -0.1571
C 1.1434 1.2153 0.5875
C -0.5843 -0.2871 -0.4146
H 1.3875 -0.8718 0.3922
H 2.2144 1.4135 0.9954
H 1.4057 0.0867 -1.1612
H -2.0327 -1.9995 -0.2399
C -0.9981 -1.6520 -0.4830
S -1.3530 0.4951 1.4075
S -1.1165 0.8699 -1.7418
O 0.3884 1.7493 2.8844
H 0.8235 2.1274 0.0196
C 0.1165 1.2467 1.8047
H -1.2079 0.0928 -2.7796
```

Calculated values
- Energy above the lowest of the compared OMol25 structures with the same formula, charge and spin: 95.5 kJ/mol
- SMILES: C[C@]1(S)CCC(=O)S1
- HOMO energy: -9.47 eV
- Frontier orbital gap: 9.74 eV
- Total charge: 0

---

(10)
DFT (the ωB97M-V functional and the def2-TZVPD basis) results for a structure of composition C5H8OS3 at a distorted geometry.

XYZ file:
```
17
Properties=species:S:1:pos:R:3
H 3.0214 -0.2769 2.2026
C 2.1076 -0.0572 2.6665
C -0.7768 -0.4429 -1.5369
S 0.4999 0.7772 -2.2862
S 1.4151 -1.3415 0.4225
H 1.7578 -0.9129 3.1761
H 0.0903 1.8712 -1.6242
C -2.0827 -0.4939 -2.3696
H -2.4188 0.5168 -2.4167
H -1.0660 0.0186 -0.5421
H -1.8748 -0.7726 -3.3599
C 1.2665 0.0727 1.4418
H 2.0279 0.9201 3.1949
O 0.5086 1.0102 1.2229
C -0.0522 -1.6529 -1.3266
S -0.1235 -3.0791 -1.9315
H -2.7338 -1.3016 -1.8754
```

Calculated values
- Energy above the lowest of the compared OMol25 structures with the same formula, charge and spin: 0.0 kJ/mol
- HOMO energy: -9.15 eV
- Frontier orbital gap: 8.23 eV
- Total charge: 0

---

(11)
DFT (the ωB97M-V functional and the def2-TZVPD basis) results for a cluster of 2 separate species, C5H8OSe in total at a distorted geometry.

XYZ file:
```
15
Properties=species:S:1:pos:R:3
O -2.5540 -0.9470 0.1216
C -0.5303 -0.1752 0.9656
H 2.6540 -0.5502 -0.6992
H -1.4820 0.5775 -0.9400
H -0.9446 0.8735 2.1516
C 1.8437 0.0818 -0.3297
H -0.5180 1.7902 -0.0411
H 0.7991 1.0504 -1.8594
C 0.6216 0.3028 -1.2045
H 0.1753 -0.6308 -1.7876
H 2.4767 0.9867 0.0459
C -0.5905 0.6587 -0.3125
C -1.6824 -1.1811 0.9132
Se 1.2358 -0.8273 1.3334
H -1.5045 -2.0100 1.6427
```

Calculated values
- Energy above the lowest of the compared OMol25 structures with the same formula, charge and spin: 186.9 kJ/mol
- HOMO energy: -8.43 eV
- Frontier orbital gap: 8.52 eV
- Total charge: 0

---

(12)
DFT (the ωB97M-V functional and the def2-TZVPD basis) results for an isolated molecule of C5H8P2 at a distorted geometry.

XYZ file:
```
15
Properties=species:S:1:pos:R:3
H -2.3390 0.2357 2.4125
P -0.5142 2.1181 -1.7733
C 0.5991 1.0638 -0.7652
H -1.2882 -1.0486 -0.0208
C 1.2291 0.4616 0.0926
H 1.1860 -0.0165 2.2305
C 1.7671 -0.1818 1.3019
C -1.7944 -0.5988 2.0378
H -2.1487 -1.6181 2.3154
H 1.8491 -1.2595 1.2585
H 2.7333 0.1737 1.4705
P -1.8801 1.4521 -0.0203
C -1.5785 -0.2626 0.5080
H -0.8107 -0.6303 2.5778
H -0.2706 3.2906 -1.1856
```

Calculated values
- Energy above the lowest of the compared OMol25 structures with the same formula, charge and spin: 330.5 kJ/mol
- SMILES: CC#C[PH]#P=CC
- HOMO energy (alpha / beta): -7.99 / -7.99 eV
- Frontier orbital gap (alpha / beta): 7.65 / 7.65 eV
- Total charge: 0